Record 1
Computed, not measured: C2H7N5O in the gas phase, with wB97M-V/def2-TZVPD.

Geometry as XYZ:
```
15
Properties=species:S:1:pos:R:3:forces:R:3
C 1.2326 0.3117 0.0653 -0.22 0.88 1.31
C -1.2817 0.5218 -0.1753 -1.17 -2.69 0.85
H 2.6983 -2.2638 0.2596 0.83 -0.64 0.55
H 3.3176 -0.6721 0.3882 0.56 -0.14 0.53
H 1.9735 1.0831 0.5264 -0.79 -1.47 -1.30
H 0.2452 2.7870 -0.6389 0.04 0.28 0.20
H -2.1332 1.1428 -0.1455 -0.48 1.89 0.40
H -2.9562 -2.0145 -0.3333 -0.17 -2.07 -0.89
H -2.8284 -1.3504 1.1532 -0.03 0.02 -0.38
N 2.7312 -1.3344 -0.0886 -1.46 0.14 -0.28
N 1.3768 -0.9420 -0.0384 0.64 1.15 -1.11
N 0.0167 0.9988 -0.1722 0.53 -0.08 -0.08
N -1.5721 -0.7241 -0.1738 6.24 0.72 -1.04
N -2.7513 -1.2041 0.1484 -3.87 2.08 1.76
O 0.1710 2.3410 0.2153 -0.65 -0.07 -0.53
```
Positions in Å, forces in eV/Å.

Summary:
- Gap between HOMO and LUMO: 8.19 eV
- Highest occupied orbital energy: -7.405 eV
- Charge: 0
- Structure (SMILES): N/N=C/N(O)/C=N/N

---

Record 2
Computed, not measured: C2H7N5O2 in the gas phase, with wB97M-V/def2-TZVPD.

Geometry as XYZ:
```
16
Properties=species:S:1:pos:R:3:forces:R:3
N -0.3400 -0.5506 0.1968 -0.92 1.57 -0.19
C 1.3436 -0.1318 0.7575 1.53 -1.50 -0.90
C -1.1122 0.3787 -0.6185 0.11 -1.04 0.16
N -1.0321 -1.2135 1.1880 0.35 -0.42 -0.42
N 1.9147 0.9843 0.2103 -0.42 0.02 -0.32
N -0.4986 0.6346 -1.8142 0.23 0.12 -0.11
O 0.8609 -1.1126 -0.3987 -0.21 1.18 2.20
N -2.2015 0.8939 -0.2545 -0.03 0.17 -0.04
O 1.5245 -0.5260 1.8817 -0.39 0.06 -0.56
H -0.4824 -1.1535 2.0472 0.11 -0.08 -0.16
H -1.1295 -2.1884 0.9194 -0.12 -0.02 0.10
H 1.8716 1.1003 -0.7905 -0.07 -0.09 0.14
H 2.7737 1.2683 0.6551 -0.25 0.04 0.15
H -1.0740 1.1438 -2.4654 0.00 -0.06 0.03
H 0.0712 -0.1122 -2.1828 -0.08 0.10 -0.02
H -2.4898 0.5848 0.6685 0.16 -0.05 -0.06
```
Positions in Å, forces in eV/Å.

Summary:
- Gap between HOMO and LUMO: 9.95 eV
- Highest occupied orbital energy: -9.262 eV
- Charge: 0
- Structure (SMILES): [H]/N=C(/N)[N@@+]1(N)O[C@]1(N)[O-]

---

Record 3
Computed, not measured: 2 unconnected molecules or ions with the total composition C2H7N8O2, with wB97M-V/def2-TZVPD.

Geometry as XYZ:
```
19
Properties=species:S:1:pos:R:3:forces:R:3
C 1.2319 2.1643 0.1645 -0.82 2.79 0.55
C 0.8730 -0.0839 -0.4917 1.54 2.50 1.38
N 0.9917 3.2894 0.4587 -0.24 -2.54 -0.52
N -0.4399 -0.0838 -0.6449 -4.84 -0.52 -1.50
N 1.5360 1.0161 -0.1684 0.66 -1.77 -0.34
N -1.0954 0.7958 -0.0224 1.69 0.48 1.98
N 1.5323 -1.2018 -0.6131 -2.86 0.01 0.10
N -0.3756 -4.7881 0.1809 0.33 2.78 -2.76
N 1.4169 4.4687 0.7930 -0.34 2.38 0.74
N -2.3722 0.9874 -0.0942 0.29 -1.68 -1.93
O -1.2360 -5.5756 0.6818 -3.78 -1.26 0.42
O -0.7986 -4.0291 -0.6919 0.73 -1.41 1.81
H -2.2276 -5.4340 0.3123 2.79 -0.01 0.52
H 1.1251 -1.9709 -1.0621 -0.87 -1.30 -0.48
H 2.4536 -1.0789 -0.6926 4.48 0.11 -0.16
H 0.7409 5.2085 1.0853 0.99 -1.39 -0.55
H 2.4062 4.6385 0.7618 -0.01 0.15 0.04
H -2.9638 0.4390 -0.7213 0.33 -0.20 -0.02
H -2.7984 1.2383 0.7643 -0.09 0.89 0.71
```
Positions in Å, forces in eV/Å.

Summary:
- Gap between HOMO and LUMO (alpha / beta): 8.03 / 8.03 eV
- Highest occupied orbital energy (alpha / beta): -12.368 / -12.368 eV
- Charge: +1

---

Record 4
Computed, not measured: C2H7NO in the gas phase, with wB97M-V/def2-TZVPD.

Geometry as XYZ:
```
11
Properties=species:S:1:pos:R:3:forces:R:3
C 0.3542 -0.2489 0.6358 1.98 -1.70 0.64
C 0.4794 0.0221 -0.8829 1.85 -0.30 1.95
H -1.2254 -1.3299 0.9384 -1.24 -0.02 -0.42
H -1.4843 0.3514 0.4918 -0.71 -1.18 0.28
H 0.8386 -1.2557 0.9468 -0.23 1.62 -0.82
H 0.8612 0.4966 1.2613 0.15 0.27 -0.38
H 0.2199 -0.9071 -1.3577 0.16 -0.21 -0.74
H 1.5054 0.4017 -1.0539 -0.12 -0.83 -0.40
H -0.1506 1.8388 -0.7406 -0.80 -2.10 -1.64
N -0.9936 -0.3633 1.0405 -0.47 0.96 0.52
O -0.4047 0.9943 -1.2795 -0.56 3.50 1.01
```
Positions in Å, forces in eV/Å.

Summary:
- Gap between HOMO and LUMO: 9.96 eV
- Highest occupied orbital energy: -9.048 eV
- Charge: 0
- Structure (SMILES): NCCO

---

Record 5
Computed, not measured: 2 unconnected molecules or ions with the total composition C2H7NO, with wB97M-V/def2-TZVPD.

Geometry as XYZ:
```
11
Properties=species:S:1:pos:R:3:forces:R:3
N -0.2969 2.0951 1.3851 0.68 0.16 1.14
H -0.1860 1.2509 1.9746 -0.43 0.58 -0.71
H -1.2625 2.2031 1.1140 -0.24 -0.34 0.04
H -0.1178 2.8803 2.0279 0.00 -0.40 -0.49
O -0.6703 -0.9671 0.6166 0.50 0.47 -0.08
C -0.1959 -0.6490 -0.4483 -1.36 -0.81 -0.79
C 0.6551 -1.6010 -1.2636 0.43 0.46 0.67
H -0.5944 0.2518 -0.9966 0.68 -0.16 0.54
H 1.6850 -1.2573 -1.3021 0.26 0.14 0.15
H 0.3463 -1.6173 -2.2930 -0.43 -0.06 -0.45
H 0.6374 -2.5896 -0.8148 -0.06 -0.04 -0.01
```
Positions in Å, forces in eV/Å.

Summary:
- Gap between HOMO and LUMO: 10.96 eV
- Highest occupied orbital energy: -9.823 eV
- Charge: 0
- Structure (SMILES): CC=O.N

---

Record 6
Computed, not measured: 2 unconnected molecules or ions with the total composition C2H7NO, with wB97M-V/def2-TZVPD.

Geometry as XYZ:
```
11
Properties=species:S:1:pos:R:3:forces:R:3
N 0.7716 -3.0074 -1.0527 0.68 -0.26 0.26
H 0.5804 -3.9938 -1.0039 -0.17 0.04 -0.07
H 0.8785 -2.6824 -1.9976 -0.31 0.11 0.03
H 0.1645 -2.4676 -0.4643 -0.21 0.09 -0.22
O 1.3493 1.2173 1.1187 0.05 0.09 -0.02
C 0.2496 1.0983 0.6538 -0.23 -0.12 -0.15
C -0.7685 2.1983 0.6033 -0.75 0.28 0.50
H -0.0917 0.1211 0.2654 0.10 -0.12 -0.10
H -1.8022 1.8526 0.4667 0.38 -0.22 -0.11
H -0.5846 2.9556 -0.1529 0.33 -0.07 -0.22
H -0.7469 2.7081 1.5633 0.13 0.17 0.11
```
Positions in Å, forces in eV/Å.

Summary:
- Gap between HOMO and LUMO: 10.68 eV
- Highest occupied orbital energy: -9.764 eV
- Charge: 0
- Structure (SMILES): CC=O.N

---

Record 7
Computed, not measured: C2H7NO in the gas phase, with wB97M-V/def2-TZVPD.

Geometry as XYZ:
```
11
Properties=species:S:1:pos:R:3:forces:R:3
C 0.1648 0.7898 -0.0786 -0.42 0.39 0.31
C 0.3653 -0.6182 -0.6669 -0.05 -0.16 0.71
H 0.6483 0.5384 1.8599 -1.09 0.26 -0.06
H -0.9458 0.1872 1.5668 0.28 0.05 -0.19
H 1.0746 1.4341 -0.2466 -0.88 -0.69 0.10
H -0.6836 1.2571 -0.5941 0.26 0.04 -0.26
H 1.2823 -1.0861 -0.2752 -0.32 0.15 -0.06
H 0.4684 -0.5360 -1.7521 -0.04 -0.12 -0.03
H -1.4527 -1.3080 -0.8713 -0.34 0.01 -0.16
N -0.2063 0.8578 1.3578 1.71 -0.54 -0.15
O -0.7155 -1.5160 -0.2997 0.89 0.61 -0.22
```
Positions in Å, forces in eV/Å.

Summary:
- Gap between HOMO and LUMO: 10.34 eV
- Highest occupied orbital energy: -9.407 eV
- Charge: 0
- Structure (SMILES): NCCO

---

Record 8
Computed, not measured: C2H7NO in the gas phase, with wB97M-V/def2-TZVPD.

Geometry as XYZ:
```
11
Properties=species:S:1:pos:R:3:forces:R:3
C -0.0096 0.3605 -0.8676 0.64 -0.49 0.96
O -0.3889 -0.8642 -1.5104 0.47 0.84 -0.10
C -0.3839 0.2928 0.6089 -0.53 0.00 -0.65
N 0.4296 -0.6948 1.2983 -0.95 -0.17 -0.23
H 1.0906 0.4867 -0.8454 -0.19 -0.05 -0.51
H -0.4467 1.2007 -1.3983 -0.19 0.29 0.18
H -0.0651 -0.7170 -2.4056 -0.21 -0.55 -0.15
H -0.3595 1.2895 1.0605 0.28 0.21 -0.14
H -1.4417 0.0028 0.6374 0.14 -0.23 0.21
H 0.1533 -0.7362 2.2630 0.42 -0.14 0.26
H 1.4218 -0.6208 1.1590 0.13 0.30 0.17
```
Positions in Å, forces in eV/Å.

Summary:
- Gap between HOMO and LUMO: 10.04 eV
- Highest occupied orbital energy: -9.014 eV
- Charge: 0
- Structure (SMILES): NCCO

---

Record 9
Computed, not measured: 2 unconnected molecules or ions with the total composition C2H7NO, with wB97M-V/def2-TZVPD.

Geometry as XYZ:
```
11
Properties=species:S:1:pos:R:3:forces:R:3
C 1.6267 -0.7400 1.3434 -0.81 -0.41 -1.30
N 1.2988 -0.2456 0.2134 -0.62 0.85 0.80
H 0.8450 -0.7016 2.0968 0.55 0.15 0.44
H 2.5364 -1.3209 1.4203 0.09 0.10 0.41
H 1.9185 -0.3457 -0.5851 0.10 0.11 0.08
H 0.2937 0.3516 0.1110 1.44 -1.44 -0.49
C -1.8187 0.2318 -1.0845 -0.73 -1.50 -1.31
O -0.9421 0.7960 -0.2509 -0.70 1.13 0.46
H -2.7851 -0.0239 -0.5583 0.50 0.56 -0.02
H -2.1422 0.9159 -1.9040 0.03 0.19 0.61
H -1.4880 -0.7093 -1.5642 0.14 0.28 0.32
```
Positions in Å, forces in eV/Å.

Summary:
- 2S+1: 2
- Gap between HOMO and LUMO (alpha / beta): 11.42 / 8.38 eV
- Highest occupied orbital energy (alpha / beta): -16.192 / -15.694 eV
- Charge: +1

---

Record 10
Computed, not measured: C2H7NO2 in the gas phase, with wB97M-V/def2-TZVPD.

Geometry as XYZ:
```
12
Properties=species:S:1:pos:R:3:forces:R:3
C 0.9544 -0.5923 0.6686 -2.57 -0.19 -1.39
C -0.7294 1.1865 -0.1697 -0.63 -0.79 0.06
N -0.2860 -0.1866 -0.0539 0.19 0.47 1.24
O -1.1791 -1.0817 -0.6945 0.15 -0.04 -0.08
O 1.8763 -0.5101 -0.3547 -0.63 2.14 -2.40
H -1.1641 -1.9399 -0.2503 0.15 0.31 0.33
H 1.1303 0.0623 -0.9744 3.34 -2.31 1.57
H 1.1153 0.1314 1.4836 0.00 -0.44 -0.02
H 0.8154 -1.6378 0.9761 0.21 0.28 0.51
H -0.0096 1.8440 0.3136 -0.02 -0.08 0.07
H -0.8066 1.4535 -1.2271 -0.07 0.20 0.04
H -1.7168 1.2708 0.2827 -0.13 0.45 0.09
```
Positions in Å, forces in eV/Å.

Summary:
- Gap between HOMO and LUMO: 8.95 eV
- Highest occupied orbital energy: -8.180 eV
- Charge: 0
- Structure (SMILES): CN(O)CO